No. 1
{
  "formula": "C17H11Cl2NO2",
  "method": "the ωB97M-V functional and the def2-TZVPD basis",
  "elements": ["N", "C", "O", "C", "C", "C", "O", "H", "H", "Cl", "C", "C", "C", "C", "C", "C", "C", "C", "C", "Cl", "C", "C", "C", "C", "H", "H", "H", "H", "H", "H", "H", "H", "H"],
  "xyz": [[0.8277, -2.1613, 0.5838], [-0.2550, -2.9831, 0.4985], [-1.4206, -2.6392, 0.4893], [0.1895, -4.3718, 0.4169], [1.5169, -4.3589, 0.4523], [1.9286, -2.9623, 0.5580], [3.0867, -2.5956, 0.6133], [-0.4539, -5.2358, 0.3410], [2.1802, -5.2100, 0.4115], [1.9001, 1.9476, -5.4106], [1.4402, 1.7313, -3.7733], [2.4028, 1.4265, -2.8196], [2.0379, 1.2270, -1.5171], [0.6878, 1.3276, -1.0993], [0.4368, 1.1027, 0.2767], [-0.7100, 1.1644, 1.1066], [-0.4953, 0.9618, 2.4921], [-1.5253, 0.9957, 3.3905], [-2.8226, 1.2290, 2.9535], [-4.1131, 1.2444, 4.0823], [-3.0700, 1.4315, 1.5996], [-2.0431, 1.4046, 0.6933], [-0.2682, 1.6497, -2.0934], [0.1051, 1.8404, -3.3977], [3.4335, 1.3531, -3.1209], [2.7914, 1.0050, -0.7809], [1.3301, 0.8409, 0.8231], [0.5101, 0.7971, 2.8403], [-1.3462, 0.8453, 4.4411], [-4.0839, 1.6008, 1.2808], [-2.2711, 1.5628, -0.3398], [-1.3016, 1.7568, -1.8384], [-0.6254, 2.0723, -4.1534]],
  "lowdin_charge": [0.117, -0.592, 0.006, -0.005, -0.004, -0.592, 0.007, 0.105, 0.105, 0.744, -0.640, -0.074, 0.026, -0.164, 0.133, -0.167, 0.024, -0.073, -0.634, 0.746, -0.071, 0.028, 0.024, -0.077, 0.115, 0.132, 0.119, 0.131, 0.115, 0.113, 0.096, 0.096, 0.113],
  "total_charge": 0,
  "e_lumo_ha": -0.114,
  "homo_lumo_gap_ev": 4.257,
  "e_above_lowest_kcal_mol": 34.7,
  "energy_ha": -1779.940321,
  "homo_energy_ha": -0.271,
  "mol_weight_g_mol": 332.2
}

No. 2
{
  "formula": "C11H14BF3N6W",
  "method": "the ωB97M-V functional and the def2-TZVPD basis",
  "elements": ["H", "N", "B", "N", "C", "W", "H", "C", "H", "C", "H", "C", "H", "H", "H", "N", "N", "N", "N", "C", "C", "H", "H", "C", "C", "C", "C", "H", "H", "H", "H", "H", "F", "C", "F", "F"],
  "xyz": [[0.7237, 3.3159, 1.4804], [0.4787, 1.7945, 0.0552], [0.1416, 0.3747, -2.0953], [0.4939, 1.7143, -1.3632], [0.7282, 2.9382, -1.8070], [0.3973, 0.0636, 1.0090], [0.7941, 3.0593, -2.8587], [0.8390, 3.8244, -0.7521], [0.9676, 4.8794, -0.7918], [0.7060, 3.0851, 0.4124], [0.1185, 0.4988, -3.2500], [-1.8618, -1.7079, 3.5498], [-1.3650, -2.4112, 4.1975], [-1.1576, -1.2415, 2.8098], [-2.5523, -2.3522, 2.9951], [-1.2543, -0.0674, -1.5450], [1.1202, -0.7819, -1.6794], [-1.4508, -0.2955, -0.2100], [1.2701, -1.1710, -0.3134], [-2.4018, -0.2037, -2.2389], [1.9161, -1.5623, -2.4150], [-2.4454, -0.0382, -3.3413], [1.9667, -1.3560, -3.4723], [-3.4187, -0.5364, -1.3184], [2.5614, -2.4677, -1.5900], [-2.8057, -0.5867, -0.0720], [2.1498, -2.1842, -0.2822], [-4.4671, -0.6964, -1.5755], [3.2337, -3.2426, -1.8970], [-3.2443, -0.7907, 0.8884], [2.3929, -2.6222, 0.6663], [-2.4589, -0.9869, 4.0763], [2.2232, -0.8197, 3.3450], [1.7109, 0.3869, 2.8649], [1.1307, 1.0143, 3.9703], [2.8194, 1.1728, 2.5481]],
  "lowdin_charge": [0.149, -0.162, -0.442, 0.027, 0.017, 1.835, 0.151, 0.031, 0.127, -0.026, 0.129, -0.003, 0.041, -0.036, 0.037, -0.056, 0.019, -0.109, -0.143, 0.009, 0.025, 0.165, 0.159, -0.001, 0.035, -0.055, -0.034, 0.130, 0.129, 0.113, 0.138, 0.040, 0.028, -0.536, 0.036, 0.033],
  "total_charge": 2,
  "multiplicity": 3,
  "e_lumo_ha": [-0.379, -0.354],
  "homo_lumo_gap_ev": [6.181, 7.007],
  "s2": 2.020,
  "energy_ha": -1146.987195,
  "homo_energy_ha": [-0.607, -0.611],
  "mol_weight_g_mol": 481.9
}

No. 3
{
  "formula": "C7H13N2O",
  "method": "the ωB97M-V functional and the def2-TZVPD basis",
  "elements": ["C", "C", "C", "C", "C", "N", "C", "O", "C", "N", "H", "H", "H", "H", "H", "H", "H", "H", "H", "H", "H", "H", "H"],
  "xyz": [[1.3441, -1.1102, 0.8437], [0.5482, -0.3645, -0.2653], [1.5386, 0.6441, -0.8958], [-0.0830, -1.2042, -1.3845], [-0.5871, 0.4277, 0.2561], [-0.6310, 1.3726, 1.5025], [-1.9336, 1.7457, 1.6484], [-2.1626, 2.5305, 2.6609], [-2.6590, 1.1066, 0.7118], [-1.8749, 0.3099, -0.0503], [0.5256, -1.5246, 1.4375], [1.8765, -1.8928, 0.3565], [1.9201, -0.4454, 1.3761], [1.2861, 1.2553, -1.8388], [1.7851, 1.4891, -0.2396], [2.5274, 0.1985, -0.9925], [-0.5362, -2.1670, -0.9003], [-0.8073, -0.5541, -1.9238], [0.6135, -1.8597, -2.0226], [0.1064, 1.4168, 2.1410], [-2.9907, 3.0775, 2.7373], [-3.7225, 1.3643, 0.3570], [-2.2596, -0.0993, -0.8906]],
  "lowdin_charge": [0.009, -0.538, -0.050, -0.045, -0.070, 0.263, -0.386, 0.145, -0.020, 0.125, 0.101, 0.093, 0.061, 0.125, 0.080, 0.091, 0.127, 0.088, 0.129, 0.145, 0.182, 0.176, 0.169],
  "total_charge": 1,
  "e_lumo_ha": -0.123,
  "homo_lumo_gap_ev": 9.760,
  "e_above_lowest_kcal_mol": 53.8,
  "energy_ha": -458.988203,
  "homo_energy_ha": -0.482,
  "smiles": "CC(C)(C)c1[nH]c(O)c[nH+]1",
  "mol_weight_g_mol": 141.2
}